[1]
Here is one molecule with the formula C9H10N2O2 in a non-equilibrium geometry from the Open Molecules 2025 dataset. Energies are from ωB97M-V with the def2-TZVPD basis set.

Cartesian coordinates (Å):
C 3.04249 0.55736 0.01410
C 3.17681 -0.83179 0.20032
C 1.78627 1.16235 -0.15252
C 2.00841 -1.64006 0.02324
C 0.59434 0.45824 -0.07419
C 0.77532 -0.97973 -0.13206
C -1.67234 -0.93172 0.02056
C -0.68075 1.24928 -0.17692
C -1.97285 0.61061 0.28793
N -0.38812 -1.82232 -0.13833
N -3.17250 1.10446 -0.30534
O -1.98625 -0.40299 1.27572
O -2.71303 -1.75616 -0.44684
H 3.96400 1.24454 0.11664
H 4.01551 -1.40950 0.37154
H 1.95312 2.26840 -0.22264
H 1.87143 -2.75218 -0.00722
H -0.35648 2.17940 0.30974
H -0.75464 1.48779 -1.21019
H -0.25381 -2.43660 0.64400
H -3.98202 0.89313 0.24701
H -2.41340 -2.62302 -0.33307
H -3.34928 0.82966 -1.25781

Its SMILES is N[C@]12Cc3ccccc3N[C@@]1(O)O2. The lowest unoccupied orbital energy comes out at 0.7321 eV. The calculation puts the total energy at -608.84012 Eh. Its net charge is 0. The maximum force comes out at 5.881 eV/Å. For the energy above the lowest of the compared OMol25 structures with the same formula, charge and spin, the calculation gives 321.85 kJ/mol.

[2]
Here is one molecule with the formula C9H10N2O5S in a non-equilibrium geometry from the Open Molecules 2025 dataset. Energies are from ωB97M-V with the def2-TZVPD basis set.

Cartesian coordinates (Å):
O -0.54301 0.67280 5.16751
O 1.52824 2.24673 1.71373
O 1.69323 -1.22818 0.58495
O 2.26321 0.64965 -0.81955
O -1.12495 0.32181 1.11109
N -1.11109 -2.32803 -3.63632
C -0.51748 0.92800 3.96980
C 0.77148 1.32073 1.85641
C -1.60772 -2.30973 -2.37166
C 0.07580 -1.72469 -3.88358
C -0.94237 -1.64903 -1.36068
C 0.75782 -1.03390 -2.91750
C 0.26314 -0.98876 -1.58565
C 0.75899 0.66646 3.23123
C -0.56435 1.91017 -0.13087
N -0.06003 0.81384 0.70196
S 1.16020 -0.12986 -0.23870
H -1.39449 1.33770 3.48830
H -2.55248 -2.78440 -2.21590
H 0.48390 -1.69841 -4.88793
H -1.40661 -1.67777 -0.37674
H 1.66914 -0.51156 -3.20826
H 1.57905 1.06712 3.80743
H 0.84661 -0.40964 3.14390
H -1.03304 1.50930 -1.05561
H 0.29323 2.49595 -0.47090
H -1.28641 2.53370 0.38354

Its SMILES is C[N@+]([O-])(C(=O)CC=O)S(=O)(=O)c1ccncc1. The lowest unoccupied orbital energy comes out at -0.7750 eV. The calculation puts the total energy at -1232.65467 Eh. Its net charge is 0. The maximum force comes out at 7.033 eV/Å. For the energy above the lowest of the compared OMol25 structures with the same formula, charge and spin, the calculation gives 386.64 kJ/mol.

[3]
Here is one molecule with the formula C9H10N2S in a non-equilibrium geometry from the Open Molecules 2025 dataset. Energies are from ωB97M-V with the def2-TZVPD basis set.

Cartesian coordinates (Å):
C 2.50857 -1.61623 1.41987
C 1.90069 -0.20642 1.73350
C 0.79276 0.23697 0.82843
C -0.72173 0.31677 -0.77726
C -1.39827 -0.00551 -1.98941
C -2.67035 0.53502 -2.22626
C -3.34621 1.37019 -1.28979
C -2.68528 1.63069 -0.10797
C -1.45193 1.08000 0.19732
H 3.88714 -1.12852 -0.03570
H 2.31970 -1.32435 -0.57067
H 3.35833 -1.77121 2.16927
H 1.79709 -2.42967 1.57758
H 2.63249 0.56006 1.61244
H 1.55016 -0.25090 2.75572
H -0.88595 -0.59178 -2.72855
H -3.09440 0.16238 -3.15844
H -4.32648 1.79554 -1.39853
H -3.27490 2.19582 0.64250
N 3.03767 -1.63372 0.09169
N 0.48103 -0.15702 -0.34524
S -0.41011 1.23189 1.59951

Its SMILES is NCCc1nc2ccccc2s1. The lowest unoccupied orbital energy comes out at 0.7034 eV. The calculation puts the total energy at -856.64962 Eh. Its net charge is 0. The maximum force comes out at 2.354 eV/Å. For the energy above the lowest of the compared OMol25 structures with the same formula, charge and spin, the calculation gives 13.26 kJ/mol.

[4]
Here is one molecule with the formula C9H10N4 in a non-equilibrium geometry from the Open Molecules 2025 dataset. Energies are from ωB97M-V with the def2-TZVPD basis set.

Cartesian coordinates (Å):
C -1.44618 1.14658 0.21360
C -0.09303 -0.10173 -1.44470
C 0.76200 -1.00998 -0.53643
C 1.65687 -0.47486 0.36443
C 2.35936 -1.31146 1.20070
C 2.10842 -2.71356 1.27050
C 1.21894 -3.24382 0.36277
C 0.63702 -2.37791 -0.58375
C -1.61715 3.22465 -0.31352
H -1.23394 -0.92887 0.59907
H -2.19187 -0.00387 1.74334
H -0.40778 1.99187 -1.34206
H 0.53533 0.09928 -2.30033
H -0.91840 -0.76373 -1.82086
H 1.84780 0.60580 0.29594
H 3.07107 -0.94549 1.92360
H 2.60773 -3.36539 1.98638
H 0.89091 -4.29288 0.26544
H -0.08803 -2.73412 -1.28826
N -1.63892 -0.04801 0.86543
N -0.47676 1.11297 -0.79409
N -1.80635 2.33744 0.64428
N -1.45372 3.95615 -1.18190

Its SMILES is N#C/N=C(/N)NCc1ccccc1. The lowest unoccupied orbital energy comes out at 0.5674 eV. The calculation puts the total energy at -567.96448 Eh. Its net charge is 0. The maximum force comes out at 3.358 eV/Å. For the energy above the lowest of the compared OMol25 structures with the same formula, charge and spin, the calculation gives 102.91 kJ/mol.

[5]
Here is an isolated ion of composition C9H10N4P and charge -1 in a non-equilibrium geometry from the Open Molecules 2025 dataset. Energies are from ωB97M-V with the def2-TZVPD basis set.

Cartesian coordinates (Å):
C 1.15273 -0.68862 0.18121
C -1.23260 1.65802 1.64869
C -0.41942 2.27205 0.70605
C -1.59622 0.27948 1.65108
C -1.19574 -0.78885 0.97723
C -0.04474 1.64594 -0.50264
C -0.60369 0.39605 -1.18380
C -0.26534 -0.85136 -0.21986
C -0.55644 -2.01731 -1.16120
N 1.75307 -1.68538 0.82374
N 2.09087 0.24447 -0.23128
N 3.05259 -1.36933 0.79546
N 3.28366 -0.30675 0.19863
P 1.76791 1.79962 -0.70076
H -1.67031 2.09947 2.49339
H -0.01831 3.32525 0.69122
H -2.15527 0.31520 2.56008
H -1.59950 -1.77765 1.08874
H -1.70899 0.52239 -1.29308
H -0.21441 0.28016 -2.16084
H -1.58901 -1.98721 -1.41219
H -0.26523 -2.96451 -0.63759
H -0.13682 -1.99658 -2.11225
H 2.17122 1.59545 -2.20004

Its spin multiplicity is 3. The lowest unoccupied orbital energy (spin up / spin down) comes out at 3.5799 / 2.9031 eV. The calculation puts the total energy at -909.14518 Eh. Its net charge is -1. The maximum force comes out at 5.769 eV/Å. The expectation value of S² is 2.014.

[6]
Here is C9H10NO6Pb as an isolated structure in a non-equilibrium geometry from the Open Molecules 2025 dataset. Energies are from ωB97M-V with the def2-TZVPD basis set.

Cartesian coordinates (Å):
O -2.41895 -3.59325 0.08491
C -1.78398 -2.67029 -0.14129
Pb -0.02227 0.30336 -0.08979
O 2.66228 -1.90118 1.39439
C 1.85677 -1.29701 0.85760
C 1.54866 2.18018 -0.23067
O 2.10481 3.17661 -0.15021
C -1.48359 1.53293 -1.60199
O -1.62429 2.46805 -2.31703
C 1.04515 -0.73365 -2.36745
O 1.58840 -1.14177 -3.28649
H -2.16984 0.59789 -1.25846
C -0.90154 0.68096 5.79441
N -0.50337 0.40712 4.41738
C 0.67118 -0.41804 4.20274
C -1.13948 0.88069 3.34246
C -2.36703 1.71151 3.48028
O -0.64241 0.58977 2.19962
H -0.18641 0.18553 6.45593
H -1.90783 0.30047 6.00879
H -0.89661 1.75698 6.00822
H 0.42564 -1.32872 3.64512
H 1.44089 0.11784 3.63686
H 1.07347 -0.69650 5.17752
H -2.21082 2.66879 2.96307
H -3.20935 1.19466 2.99700
H -2.61828 1.90276 4.53539

The lowest unoccupied orbital energy comes out at -3.8776 eV. The calculation puts the total energy at -1047.62158 Eh. Its net charge is +1. The maximum force comes out at 4.635 eV/Å. For the energy above the lowest of the compared OMol25 structures with the same formula, charge and spin, the calculation gives 0.00 kJ/mol.